ORCA calculation (ωB97M-V/def2-TZVPD) on C2H2F3N2 as an isolated structure.

Geometry as XYZ:
```
9
C2H2F3N2, DFT ωB97M-V/def2-TZVPD
C 0.385 0.773 -0.312
C 2.268 0.843 -1.089
N -0.325 -0.904 1.188
N -0.036 -0.129 0.366
F 2.883 1.641 -0.288
F 2.688 -0.379 -1.038
F 2.088 1.296 -2.276
H -0.104 1.657 -0.675
H -0.819 -1.777 1.011
```

Charge ... +1
Strongest force on any atom ... 4.4 eV/A
Highest occupied orbital energy ... -16.6539 eV
Orbital gap ... 9.9 eV
Energy relative to the best compared isomer or geometry (same formula, charge and spin) ... 1.679 eV